1.
DFT (wB97M-V/def2-TZVPD) results for a 3-piece molecular cluster, C15H16O7PS overall in a non-equilibrium geometry.

Summary:
Frontier orbital gap = 7.73 eV
Energy = -50260.728 eV

```
! RIJCOSX wB97M-V def2-TZVPD def2/J DEFGRID3
* xyz 1 1
O -1.073 -0.580 -1.364
P -1.365 0.631 -2.383
O 0.040 1.408 -2.460
S -2.299 2.042 -0.925
C -4.031 1.769 -1.353
C -4.426 0.303 -1.301
C -5.034 -0.331 -2.500
O -5.793 0.048 -1.377
H -0.957 -1.416 -1.839
H 0.527 1.144 -3.252
H -2.248 1.468 0.294
H -4.620 2.323 -0.621
H -4.149 2.168 -2.358
H -3.821 -0.340 -0.654
H -4.715 -1.362 -2.589
H -5.081 0.316 -3.366
C 1.175 -1.868 2.029
C -0.071 -1.870 1.561
C -1.137 -2.696 2.176
O -2.265 -2.672 1.722
C -0.775 -3.534 3.341
C 0.467 -3.541 3.817
C 1.541 -2.711 3.204
O 2.667 -2.717 3.639
H 1.977 -1.275 1.602
H -0.398 -1.279 0.716
H -1.572 -4.128 3.771
H 0.762 -4.142 4.667
C 5.088 2.692 -0.312
C 5.051 1.588 0.432
C 3.852 0.713 0.455
O 3.796 -0.293 1.128
C 2.699 1.118 -0.388
C 2.734 2.217 -1.133
C 3.934 3.096 -1.156
O 3.954 4.093 -1.841
H 5.951 3.345 -0.344
H 5.880 1.275 1.054
H 1.835 0.464 -0.351
H 1.901 2.533 -1.742
*
```

---

2.
DFT (wB97M-V/def2-TZVPD) results for C15H17AgN3O3 as an isolated structure.

Summary:
Frontier orbital gap = 6.05 eV
Energy = -30434.944 eV

```
! RIJCOSX wB97M-V def2-TZVPD def2/J DEFGRID3
* xyz 1 1
N -1.448 3.123 -1.362
C -2.399 2.311 -1.135
N -3.376 2.429 -0.153
N -2.646 1.171 -1.946
C -1.509 0.666 -2.719
C -1.058 -0.727 -2.255
C 0.341 -1.052 -2.773
C 1.443 -0.262 -2.048
C 1.538 -0.648 -0.594
C 2.208 -1.818 -0.227
C 2.299 -2.252 1.092
C 1.693 -1.504 2.090
C 1.009 -0.309 1.763
C 0.931 0.117 0.414
O 0.083 1.129 0.100
C 0.332 0.423 2.893
O 0.317 1.635 2.940
C -0.178 -0.433 3.994
C 0.467 -1.562 4.299
C 1.678 -1.958 3.521
O 2.598 -2.572 3.998
H -1.424 3.867 -0.670
H -3.147 3.110 0.558
H -3.619 1.543 0.265
H -3.423 1.385 -2.558
H -1.821 0.565 -3.762
H -0.693 1.386 -2.716
H -1.774 -1.455 -2.640
H -1.114 -0.796 -1.165
H 0.556 -2.121 -2.689
H 0.388 -0.819 -3.841
H 1.233 0.803 -2.147
H 2.416 -0.464 -2.500
H 2.665 -2.425 -1.001
H 2.814 -3.169 1.345
H 0.503 1.947 -0.192
H -1.026 -0.068 4.561
H 0.175 -2.183 5.138
Ag 2.970 0.985 2.123
*
```

---

3.
DFT (wB97M-V/def2-TZVPD) results for a 2-piece molecular cluster, C15H17BrN2O7 overall in a non-equilibrium geometry.

Summary:
Frontier orbital gap = 8.33 eV
Energy = -103186.913 eV
SMILES = O=C(O)/C(O)=C/C(=O)c1cccc(O)c1Br.CNC(=O)CNC(C)=O

```
! RIJCOSX wB97M-V def2-TZVPD def2/J DEFGRID3
* xyz 0 1
O 1.996 0.131 -1.018
C 1.012 -0.491 -0.638
O 0.805 -0.839 0.659
C 0.032 -0.834 -1.700
O 0.252 -0.293 -2.947
C -1.031 -1.699 -1.478
C -1.941 -2.237 -2.504
O -2.018 -1.694 -3.599
C -2.719 -3.474 -2.238
C -2.180 -4.467 -1.387
C -2.867 -5.656 -1.129
C -4.106 -5.882 -1.726
C -4.659 -4.925 -2.570
O -5.873 -5.173 -3.146
C -3.987 -3.722 -2.829
Br -4.881 -2.453 -3.967
H 1.559 -0.440 1.158
H 1.097 0.195 -2.934
H -1.159 -2.081 -0.472
H -1.204 -4.336 -0.930
H -2.434 -6.407 -0.475
H -4.648 -6.804 -1.541
H -6.101 -4.429 -3.729
C 4.655 2.041 3.268
N 3.573 2.617 2.473
C 2.629 1.914 1.838
O 2.590 0.686 1.880
C 1.531 2.674 1.073
N 1.040 3.911 1.702
C 1.713 5.058 1.786
C 0.972 6.236 2.371
O 2.878 5.179 1.432
H 4.276 1.221 3.881
H 5.433 1.655 2.607
H 5.084 2.806 3.918
H 3.568 3.621 2.325
H 1.935 2.923 0.091
H 0.689 2.000 0.929
H 0.092 3.910 2.043
H 0.590 5.978 3.357
H 0.149 6.504 1.712
H 1.657 7.078 2.456
*
```

---

4.
DFT (wB97M-V/def2-TZVPD) results for C15H17CdNS2 as an isolated structure in a non-equilibrium geometry.

Summary:
Frontier orbital gap = 6.75 eV
Energy = -43552.432 eV
Relative energy (zero: lowest compared OMol25 entry of this formula, charge and spin) = 32.4 kcal per mole

```
! RIJCOSX wB97M-V def2-TZVPD def2/J DEFGRID3
* xyz 0 1
C 1.256 0.202 -2.501
C -0.508 -1.867 -0.845
C 1.665 0.013 -1.030
H 2.106 -0.106 -3.134
C 0.295 -2.025 0.270
H -1.580 -1.831 -0.659
H 2.288 0.868 -0.748
H -0.214 -2.169 1.223
C 2.474 -1.286 -0.762
H 3.477 -1.032 -0.397
H 2.627 -1.820 -1.707
C 0.000 -0.572 -2.950
H -0.003 -0.669 -4.043
H -0.897 0.002 -2.680
C -0.112 -1.965 -2.300
H 0.822 -2.522 -2.427
H -0.896 -2.535 -2.814
C 1.792 -2.214 0.264
H 2.048 -3.269 0.082
H 2.158 -1.984 1.271
Cd 0.000 0.000 0.000
H 1.092 1.267 -2.701
S -0.255 2.447 -0.546
C -1.252 2.178 0.898
N -1.242 0.934 1.405
C -1.984 0.911 2.548
C -2.180 -0.189 3.376
C -2.960 -0.024 4.540
C -3.526 1.229 4.859
C -3.322 2.329 4.020
C -2.551 2.146 2.881
S -2.144 3.318 1.752
H -1.742 -1.148 3.138
H -3.125 -0.861 5.203
H -4.118 1.351 5.757
H -3.743 3.301 4.255
*
```

---

5.
DFT (wB97M-V/def2-TZVPD) results for C15H17Cl3N2O2Pd as an isolated structure in a non-equilibrium geometry.

Summary:
Frontier orbital gap (alpha / beta) = 6.11 / 4.76 eV
Energy = -63927.846 eV

```
! RIJCOSX wB97M-V def2-TZVPD def2/J DEFGRID3
* xyz 2 5
C -2.645 -0.571 1.413
C -2.567 0.859 -1.804
H -2.850 -1.576 1.054
H -3.559 0.053 1.341
H -2.294 -0.521 2.437
H -2.081 1.113 -2.744
H -2.974 -0.179 -1.973
H -3.406 1.524 -1.551
C -0.382 -2.546 0.548
C 0.557 -3.567 0.591
C 1.728 -3.445 -0.123
C 1.945 -2.273 -0.846
H -1.299 -2.591 1.121
H 0.323 -4.434 1.216
H 2.487 -4.232 -0.127
H 2.857 -2.105 -1.397
N -0.190 -1.441 -0.169
C 0.964 -1.259 -0.827
C 1.201 0.057 -1.452
N 0.277 1.014 -1.289
C 0.449 2.237 -1.758
C 2.559 1.618 -2.732
C 1.571 2.582 -2.510
H -0.340 2.948 -1.524
H 1.635 3.583 -2.890
C 2.375 0.353 -2.174
H 3.115 -0.418 -2.292
H 3.446 1.843 -3.319
Pd -1.724 0.420 -0.063
C -1.774 2.444 0.411
H -2.368 3.013 -0.324
H -0.765 2.868 0.510
H -2.262 2.431 1.398
Cl 1.936 1.712 3.603
C 1.402 0.036 3.414
Cl 2.444 -0.852 2.273
Cl 1.325 -0.795 4.958
C -0.062 0.049 2.675
O -0.860 -0.754 3.248
O -0.193 0.803 1.679
*
```

---

6.
DFT (wB97M-V/def2-TZVPD) results for one molecule with the formula C15H17ClN2O.

Summary:
Frontier orbital gap = 8.43 eV
Energy = -33381.632 eV
SMILES = OCCC/N=C1\CCCc2c1[nH]c1ccc(Cl)cc21
Relative energy (zero: lowest compared OMol25 entry of this formula, charge and spin) = 0.0 kcal per mole

```
! RIJCOSX wB97M-V def2-TZVPD def2/J DEFGRID3
* xyz 0 1
O -4.703 -1.152 -1.555
C -3.976 -1.922 -0.626
C -3.902 -1.271 0.756
C -3.093 0.026 0.700
N -1.708 -0.302 0.525
C -0.820 0.579 0.300
C -1.013 2.076 0.197
C 0.066 2.754 -0.649
C 1.471 2.469 -0.115
C 1.633 0.993 0.011
C 0.552 0.156 0.179
N 0.978 -1.146 0.252
C 2.332 -1.172 0.135
C 3.222 -2.240 0.146
C 4.564 -1.967 0.006
C 5.011 -0.649 -0.144
Cl 6.715 -0.376 -0.316
C 4.153 0.426 -0.159
C 2.787 0.169 -0.018
H -5.597 -1.026 -1.216
H -4.411 -2.929 -0.542
H -2.969 -2.007 -1.040
H -3.423 -1.961 1.449
H -4.912 -1.059 1.116
H -3.472 0.646 -0.124
H -3.230 0.592 1.632
H -0.998 2.483 1.214
H -1.998 2.290 -0.226
H -0.004 2.379 -1.673
H -0.114 3.830 -0.672
H 1.600 2.942 0.865
H 2.226 2.884 -0.784
H 0.354 -1.924 0.378
H 2.873 -3.255 0.262
H 5.287 -2.767 0.010
H 4.522 1.432 -0.275
*
```